(1)
DFT (wB97M-V/def2-TZVPD) results for a cluster of 2 separate species, C4H6IN2O in total in a non-equilibrium geometry.

Geometry as XYZ:
```
14
Properties=species:S:1:pos:R:3:mulliken_charge:R:1
C -1.6098 0.9144 -0.0770 -0.42
C -2.1642 -0.4745 0.2169 0.07
C -0.4674 0.9228 -0.6078 0.43
C -1.4976 -1.5731 0.4944 -0.59
N 3.1534 0.7225 0.3045 -0.12
N 0.6603 0.6763 -1.0364 -0.17
O 3.4339 1.5125 1.1355 -0.14
I 4.2497 -1.1643 0.4381 0.18
H -2.2752 1.6722 0.2387 0.42
H -3.3674 -0.4282 0.2565 0.22
H -0.4224 -1.4504 0.5086 0.15
H -2.0212 -2.5030 0.7030 0.29
H 1.5988 0.5155 -0.4741 0.37
H 0.7291 0.6573 -2.1010 0.31
```

Largest force on an atom in eV Å⁻¹: 4.051
Energy relative to the best compared isomer or geometry (same formula, charge and spin) in eV: 4.407
Total charge: +1
Kohn-Sham gap in eV: 8.4
HOMO level in eV: -13.592


(2)
DFT (wB97M-V/def2-TZVPD) results for a structure of composition C26H38Br36ClIN5O4S in a non-equilibrium geometry.

Geometry as XYZ:
```
112
Properties=species:S:1:pos:R:3:mulliken_charge:R:1
C -2.0935 2.2487 -2.7531 0.20
C -0.7714 2.8927 -3.0294 0.47
O -0.6306 3.8983 -3.6811 -0.54
O 0.3632 2.2463 -2.5078 0.17
C 1.0436 2.9793 -1.5572 -0.58
O 2.0696 3.5503 -1.8372 -0.39
C 0.4330 3.1698 -0.1755 -0.39
C 1.0099 2.4022 1.0501 1.74
C 2.5663 2.4050 0.9436 -2.27
N 3.3276 2.0498 2.1364 -0.32
O 0.8008 3.3013 2.1519 0.04
C -0.3912 3.1242 2.8660 1.39
S -0.6788 4.5359 3.9497 0.00
C -0.2031 1.8202 3.6346 -0.71
N -0.3987 0.7170 2.6285 0.17
C -0.2823 -0.6276 3.3227 -0.90
C -1.2162 -1.6946 2.7285 -0.89
C -0.6257 -2.8068 1.8558 0.80
C -1.7965 -3.6793 1.3413 -0.54
N -2.7371 -2.8725 0.5428 -0.04
C -2.5627 -2.7312 -0.8578 0.21
N -3.5670 -2.3012 -1.5464 -0.77
N -1.2980 -3.0972 -1.3636 0.31
C 0.3857 0.9261 1.3029 -0.57
Cl 1.6679 -0.2874 1.1897 0.25
I -1.0537 0.2863 -0.2287 0.03
H -2.1246 1.2194 -3.1387 -0.19
H -2.3211 2.2296 -1.6765 -0.54
H -2.8649 2.8392 -3.2588 0.52
H 0.7113 4.2085 0.0497 0.61
H -0.6693 3.1600 -0.1844 0.18
H 2.7877 3.4584 0.7233 0.64
H 2.9002 1.8461 0.0642 0.39
H 2.8407 1.4227 2.7641 0.34
H 3.5355 2.8858 2.6734 0.25
H -1.2681 3.0089 2.2053 -1.93
H -2.0163 4.4331 3.9236 0.14
H -0.9796 1.7328 4.4026 0.73
H 0.8102 1.7783 4.0438 0.33
H -1.3952 0.7866 2.3950 0.50
H -0.6650 -0.4279 4.3341 0.54
H 0.7612 -0.9210 3.4570 0.53
H -1.6989 -2.1930 3.5853 0.50
H -2.0384 -1.1994 2.1877 0.28
H 0.0358 -3.4386 2.4618 0.27
H -0.1063 -2.4057 0.9803 -0.57
H -1.4091 -4.5318 0.7764 0.23
H -2.3573 -4.0748 2.1992 0.13
H -3.6943 -3.1848 0.6715 0.28
H -3.3312 -2.2158 -2.5327 0.12
H -1.2456 -2.9450 -2.3666 -0.03
H -0.5245 -2.5903 -0.9470 -0.25
C -0.5600 7.9560 1.0120 0.32
Br -1.0171 6.2567 0.2221 0.17
Br -2.0139 9.1994 0.8809 0.00
Br 0.0639 7.7258 2.8119 0.02
H 0.2670 8.3533 0.4359 -0.43
C -3.0798 -1.7009 -5.9461 -0.37
Br -3.6152 -0.1407 -4.9534 0.01
Br -2.5408 -1.2634 -7.7324 -0.02
Br -1.7043 -2.6799 -5.0159 0.04
H -3.9418 -2.3494 -6.0113 0.41
C -1.7919 -6.9205 4.0624 -0.41
Br -3.5574 -6.3280 3.5729 0.04
Br -0.8230 -7.5765 2.5415 0.03
Br -0.8166 -5.5271 4.9707 -0.04
H -1.9069 -7.7390 4.7587 0.38
C 1.4933 9.0774 -3.0218 -0.46
Br 0.7844 7.3442 -3.4540 -0.03
Br 0.2467 10.4857 -3.4050 -0.03
Br 2.0890 9.1421 -1.1885 -0.06
H 2.3669 9.2332 -3.6395 0.45
C 1.0811 -6.4271 -1.9282 0.15
Br 1.1050 -5.4078 -0.3025 0.09
Br -0.2524 -7.8077 -1.8876 -0.03
Br 0.9088 -5.2790 -3.4630 0.03
H 2.0419 -6.9126 -2.0132 -0.29
C 5.0733 -4.2704 -0.4101 -0.50
Br 4.6308 -5.8985 -1.3463 0.01
Br 3.6535 -2.9690 -0.4919 0.15
Br 5.6186 -4.6123 1.3986 -0.02
H 5.9200 -3.8450 -0.9296 0.38
C -7.1517 -8.1410 2.3888 -0.26
Br -8.3699 -8.0232 3.8695 0.01
Br -7.7427 -9.4097 1.0749 0.00
Br -6.8319 -6.4112 1.6020 -0.02
H -6.2057 -8.4924 2.7761 0.26
C 2.9520 5.1020 5.7806 -0.43
Br 4.7149 5.2270 6.5227 -0.03
Br 2.1172 6.8268 5.6314 -0.03
Br 2.9660 4.1883 4.0781 0.08
H 2.3529 4.5086 6.4561 0.41
C 3.1587 -10.4588 -4.2644 -0.38
Br 3.5754 -8.7615 -3.4494 0.08
Br 3.2144 -11.8840 -2.9797 0.00
Br 1.4760 -10.3913 -5.1869 -0.01
H 3.9273 -10.6501 -4.9993 0.36
C 3.1103 0.1125 -3.5886 -0.14
Br 4.8424 -0.4720 -2.9877 -0.05
Br 2.9102 -0.0847 -5.4856 -0.03
Br 1.6708 -0.7713 -2.6525 0.16
H 3.0279 1.1651 -3.3577 0.12
C 5.4312 6.1831 -2.8737 -0.48
Br 5.8344 4.7335 -4.0640 -0.04
Br 3.5559 6.5918 -2.8613 0.22
Br 6.0985 5.8636 -1.0968 -0.04
H 5.9469 7.0504 -3.2602 0.37
C -4.8862 3.8231 0.4999 -0.35
Br -6.1639 2.5999 -0.2342 -0.01
Br -3.2339 2.9166 0.9959 -0.02
Br -4.4878 5.2714 -0.6823 -0.03
H -5.2951 4.2255 1.4160 0.44
```

Largest force on an atom in eV Å⁻¹: 1.891
Total charge: +1
Kohn-Sham gap in eV: 7.6
HOMO level in eV: -11.065


(3)
DFT (wB97M-V/def2-TZVPD) results for a cluster of 2 separate species, C5H9NO in total in a non-equilibrium geometry.

Geometry as XYZ:
```
16
Properties=species:S:1:pos:R:3:mulliken_charge:R:1
C 1.5886 -1.1517 0.1093 -1.36
C 0.4638 -0.5121 0.9055 0.40
N 0.6359 0.9155 1.1945 -0.11
C -0.4964 1.3283 0.5405 0.26
O -0.9484 2.4117 0.2681 -0.62
C -0.8991 -0.0805 0.2130 -0.50
C -1.4628 0.2143 -1.9036 -0.76
H 1.7297 -0.6292 -0.8397 0.36
H 1.3693 -2.2045 -0.0951 0.31
H 2.5361 -1.1167 0.6656 0.37
H 0.3064 -1.0886 1.8322 0.23
H 1.4122 1.4502 1.5574 0.19
H -1.7845 -0.5096 0.6858 0.39
H -1.0170 1.1957 -2.1064 0.22
H -2.5414 0.3450 -1.7636 0.25
H -0.8924 -0.5679 -1.2636 0.36
```

Largest force on an atom in eV Å⁻¹: 2.073
Energy relative to the best compared isomer or geometry (same formula, charge and spin) in eV: 5.048
Kohn-Sham gap in eV: 8.8
HOMO level in eV: -8.615


(4)
DFT (wB97M-V/def2-TZVPD) results for a cluster of 2 separate species, CH4N2O2 in total in a non-equilibrium geometry.

Geometry as XYZ:
```
9
Properties=species:S:1:pos:R:3:mulliken_charge:R:1
C -1.1395 0.9818 -0.1817 -0.23
N -0.1053 0.5397 -0.7203 -0.33
O 0.4463 -1.2063 1.1926 -0.33
N 1.3341 -0.3658 0.5732 0.32
O 2.0861 -0.9175 -0.1826 -0.45
H 0.4956 -2.1127 0.8277 0.31
H 0.0785 0.7477 -1.6996 0.23
H -1.9022 1.5893 -0.6728 0.26
H -1.2936 0.7438 0.8636 0.22
```

Largest force on an atom in eV Å⁻¹: 2.421
Energy relative to the best compared isomer or geometry (same formula, charge and spin) in eV: 3.857
SMILES string: O=NO.C=N
Kohn-Sham gap in eV: 10.3
HOMO level in eV: -9.262


(5)
DFT (wB97M-V/def2-TZVPD) results for an isolated molecule of C4H9N3O in a non-equilibrium geometry.

Geometry as XYZ:
```
17
Properties=species:S:1:pos:R:3:mulliken_charge:R:1
C -1.2362 -0.8769 0.4618 -0.20
C 0.7562 -0.9067 -0.7868 -0.40
C 1.7827 0.0313 -0.4053 -0.18
C 1.6433 0.4777 0.9735 -0.30
H -3.1842 0.4969 0.5517 0.25
H -2.3523 1.7913 -0.1926 0.24
H -1.8319 -1.2760 1.2496 0.37
H 0.4191 -0.3915 -1.6475 0.37
H 1.3975 -1.7790 -1.2162 0.34
H 2.6302 -0.1589 -0.9842 0.46
H 2.3732 0.9025 1.7182 0.30
H 0.7033 -0.1933 1.3705 0.07
H 0.3680 1.7870 -0.5300 0.29
N -2.6139 0.8438 -0.2623 -0.76
N -1.4606 0.2044 -0.1794 0.17
N 1.4190 1.4594 -0.1294 -0.60
O 0.0487 -1.3855 0.2774 -0.41
```

Largest force on an atom in eV Å⁻¹: 4.681
Energy relative to the best compared isomer or geometry (same formula, charge and spin) in eV: 6.179
SMILES string: N/N=C/OC[C@@H]1CN1
Kohn-Sham gap in eV: 9.4
HOMO level in eV: -8.534


(6)
DFT (wB97M-V/def2-TZVPD) results for an isolated molecule of C9H16N2O5 in a non-equilibrium geometry.

Geometry as XYZ:
```
32
Properties=species:S:1:pos:R:3:mulliken_charge:R:1
C 1.5059 0.6461 -1.7941 0.04
C 0.9292 0.4355 -0.4163 0.07
C 3.0361 0.8712 -1.5877 0.80
C 3.5328 1.1674 -3.0213 -1.83
C 3.7274 -0.2800 -0.9017 -1.48
C -0.9882 -0.4592 0.7901 0.17
C -0.3174 -1.7510 1.3714 0.29
C -2.6190 -0.5596 0.5530 -0.84
C -3.6122 0.2985 1.2773 0.47
H 1.4441 2.0711 -3.1810 0.30
H 0.7758 2.5475 -1.8413 0.21
H 1.2326 -0.2206 -2.4769 0.23
H 3.0048 1.7641 -0.9878 0.38
H 4.6378 1.0387 -3.1986 0.30
H 2.8987 0.7041 -3.7496 0.43
H 3.1588 2.1226 -3.0247 0.58
H 4.7780 -0.2299 -1.0207 0.50
H 3.6172 -0.0548 0.1890 0.30
H 3.2594 -1.2071 -1.2315 0.28
H -0.8813 0.3587 -1.2914 0.35
H -0.8192 0.2431 1.5945 0.27
H -2.6753 -0.3133 -0.4842 0.38
H -2.7827 -1.6196 0.4590 0.52
H -4.2737 0.8644 2.8578 0.33
H 1.2747 -2.6567 1.6328 0.36
N 0.8453 1.7840 -2.4377 -0.74
N -0.4283 0.0995 -0.3887 -0.16
O 1.4820 0.6797 0.6777 -0.62
O -0.9207 -2.5198 1.9904 -0.52
O -4.3954 1.0220 0.7742 -0.52
O -3.8165 0.0428 2.6278 -0.45
O 1.0586 -1.8257 1.1693 -0.39
```

Largest force on an atom in eV Å⁻¹: 4.655
Energy relative to the best compared isomer or geometry (same formula, charge and spin) in eV: 2.677
SMILES string: CC(C)[C@H](N)C(=O)N[C@@H](CC(=O)O)C(=O)O
Kohn-Sham gap in eV: 10.2
HOMO level in eV: -9.603